ORCA calculation (ωB97M-V with the def2-TZVPD basis set) on C6H46O18Y as an isolated structure.

CARTESIAN COORDINATES (ANGSTROEM)
Y 2.75874 -0.54380 -2.31439
C -0.14430 0.82514 0.66039
C 0.13005 -0.26900 -0.30745
C -1.09829 -1.10243 -0.57370
O 0.73896 0.15673 -1.53043
H -0.91460 1.50713 0.28830
H 0.66822 1.42316 1.05899
H -0.70420 0.31950 1.45458
H 0.84316 -1.00358 0.10250
H -1.72649 -1.31938 0.29012
H -0.76485 -2.05296 -0.99317
H -1.80990 -0.68039 -1.29125
C 5.33100 -1.95043 0.91509
C 4.03159 -2.49099 0.35064
C 2.88027 -2.18250 1.33064
O 3.75746 -1.95942 -0.89661
H 5.47859 -2.34137 1.91959
H 5.25760 -0.85799 0.93217
H 6.18296 -2.21279 0.28855
H 4.04914 -3.59531 0.33816
H 2.62279 -1.11871 1.21858
H 3.17961 -2.40952 2.35037
H 1.96805 -2.71807 1.05967
O -3.11106 0.84184 2.82632
H -2.45205 1.55009 2.90557
H -3.45340 0.94450 1.92764
O -3.26503 -2.44880 2.23227
H -2.87066 -2.97651 2.93854
H -2.59305 -1.78816 2.01581
O -1.45003 -4.08840 -2.73599
H -1.85815 -3.86271 -1.87736
H -0.89585 -4.85900 -2.54364
O 2.62671 2.83336 2.06934
H 2.72300 3.25024 2.93614
H 2.35018 3.55222 1.48186
O -3.74257 -3.37661 -0.36856
H -3.76998 -3.05386 0.55564
H -4.65149 -3.63528 -0.56344
O -1.77577 3.24107 1.95462
H -1.28941 4.07487 1.89443
H -2.27052 3.19246 1.11515
O 0.85219 3.22043 -3.65030
H 0.16022 3.61372 -4.19859
H 0.37325 2.54587 -3.13902
O 1.31214 -0.11803 -4.25855
H 1.20494 0.44751 -5.04137
H 0.44407 -0.54313 -4.11690
O -0.12077 2.18578 4.44037
H -0.43533 2.22164 3.51918
H 0.17814 3.08280 4.63406
O -3.82097 2.47015 0.06126
H -4.69960 2.13184 -0.17020
H -4.01674 3.25563 0.59703
O 0.88844 -0.25626 3.59074
H 0.74704 0.59426 4.06810
H 1.72711 -0.14472 3.12734
O 1.43016 -2.59791 -2.47865
H 0.50276 -2.92565 -2.39694
H 2.00479 -3.37334 -2.34311
O 3.39785 1.08807 -0.39587
H 2.98537 1.53996 0.36918
H 4.33747 1.32613 -0.34270
O -1.57613 3.92293 -1.17284
H -0.77758 4.37218 -1.48671
H -1.26108 3.10076 -0.77437
O -1.42072 1.40916 -3.14338
H -2.18623 1.69919 -2.62577
H -0.80996 0.96931 -2.51280
O -4.50477 -0.56536 -1.87538
H -4.04664 -1.17237 -2.47079
H -3.83582 -0.31484 -1.22874

Properties
LUMO in eV: -4.16
Energy above the lowest of the compared OMol25 structures with the same formula, charge and spin in kcal/mol: 18.4
HOMO-LUMO gap in eV: 7.954
Total charge: +1
HOMO in eV: -12.12

Atom charges from the Löwdin analysis, given in e for atoms 1 to 4: atom 1 (Y): 1.80, atom 2 (C): -0.04, atom 3 (C): -0.53, atom 4 (C): -0.03



ORCA calculation (ωB97M-V with the def2-TZVPD basis set) on a 18-piece molecular cluster, C6H46O19 overall.

CARTESIAN COORDINATES (ANGSTROEM)
C 2.84533 -1.50093 0.48875
C 2.90300 -1.22474 -0.86812
C 1.73234 -1.64888 -1.73839
O 1.07877 -0.48063 -2.19893
C 0.47586 0.29779 -1.18370
C -0.84127 -0.29756 -0.60745
O -1.33635 -1.36718 -1.39014
C -1.61185 -2.58651 -0.71106
H 2.89455 -2.52309 0.86457
H 2.71239 -0.70444 1.22427
H 3.76668 -0.74314 -1.31816
H 1.08380 -2.33541 -1.19207
H 2.07001 -2.19905 -2.62086
H 0.22663 1.25222 -1.65348
H 1.15052 0.52252 -0.35542
H -0.68580 -0.55900 0.44248
H -1.58365 0.50791 -0.61736
H -2.65637 -2.89086 -0.80445
H -1.38222 -2.58709 0.35207
H -0.98201 -3.35798 -1.16404
O 3.16314 2.08461 0.24071
H 3.99012 1.85905 -0.20686
H 2.78402 2.78274 -0.30229
O 3.33370 3.75136 2.75311
H 3.17947 2.99184 2.17478
H 3.52400 3.37210 3.61657
O -1.88903 -4.39886 1.69507
H -1.59853 -5.31303 1.61452
H -2.75492 -4.46175 2.11273
O 5.57656 0.34139 0.19628
H 5.06652 -0.38613 0.57784
H 6.16448 -0.08340 -0.43660
O 2.70445 2.19534 -2.57205
H 2.09905 1.50961 -2.26609
H 3.23872 1.75846 -3.24278
O -4.06325 -0.75094 0.06455
H -3.21709 -0.84409 -0.38956
H -4.52746 -0.06799 -0.43629
O -3.99488 -0.95005 3.04339
H -3.26007 -1.47066 2.70724
H -4.37224 -0.54837 2.24924
O -6.14102 -0.98485 5.02171
H -5.30156 -1.06869 4.54310
H -6.62492 -0.30789 4.53292
O 4.24888 -2.83927 -3.40793
H 4.96590 -3.37214 -3.76625
H 3.73922 -2.57395 -4.18084
O 4.72934 -4.29058 0.70796
H 4.55988 -5.10519 0.22434
H 5.10924 -4.58100 1.54341
O -6.14140 0.96508 -1.98598
H -5.94984 0.16064 -2.47973
H -6.98934 1.25595 -2.33548
O -5.08737 1.55080 6.70686
H -5.16376 0.80947 6.09196
H -4.82886 1.13986 7.53654
O -8.61851 -0.22585 3.05065
H -8.31770 -1.13682 2.96183
H -9.47095 -0.29975 3.49105
O 3.34526 5.15533 -3.31580
H 3.55590 5.59783 -2.48650
H 2.94845 4.31587 -3.04915
O -1.67080 -3.86990 -3.96149
H -2.58946 -4.06821 -3.75718
H -1.43939 -3.14842 -3.36506
O 1.02657 7.29475 -3.89897
H 1.64603 6.56507 -3.77599
H 1.46358 7.87154 -4.53189
O 5.16337 5.99398 2.09612
H 4.53087 5.31831 2.38254
H 5.71328 5.54210 1.45049

Properties
LUMO in eV: -0.20
HOMO-LUMO gap in eV: 8.027
HOMO in eV: -8.23

Atom charges from the Löwdin analysis, given in e for atoms 1 to 4: atom 1 (C): 0.00, atom 2 (C): -0.12, atom 3 (C): -0.21, atom 4 (O): -0.12



ORCA calculation (ωB97M-V with the def2-TZVPD basis set) on C6H4AuO6 as an isolated structure.

CARTESIAN COORDINATES (ANGSTROEM)
O 0.29508 -3.74428 1.89313
C 0.28541 -2.81394 1.25129
Au 0.29242 -0.52979 -0.41267
O 1.43256 -1.95682 -2.79321
C 1.00034 -1.43827 -1.87425
C 0.24554 1.13302 -1.46600
O 0.23065 2.08126 -2.10949
C 2.05851 0.00931 0.21744
O 3.10654 0.33358 0.51477
C -1.54427 -0.85809 -0.98731
O -2.59144 -1.03814 -1.39023
C -1.03688 1.75952 1.01052
O -0.50215 0.43588 1.30993
H -1.76930 1.68511 0.21757
H -0.21312 2.44043 0.78425
H -1.52210 2.01331 1.93690
H 0.23219 0.48791 1.89737

Properties
LUMO (alpha / beta) in eV: -14.29 / -17.87
Energy above the lowest of the compared OMol25 structures with the same formula, charge and spin in kcal/mol: 47.4
HOMO-LUMO gap (alpha / beta) in eV: 8.933 / 7.383
Total charge: +3
2S+1: 3
HOMO (alpha / beta) in eV: -23.23 / -25.26

Atom charges from the Löwdin analysis, given in e for atoms 1 to 4: atom 1 (O): 0.24, atom 2 (C): 0.12, atom 3 (Au): 1.20, atom 4 (O): 0.38



ORCA calculation (ωB97M-V with the def2-TZVPD basis set) on an isolated ion of composition C6H4Br2N3O2 and charge -1.

CARTESIAN COORDINATES (ANGSTROEM)
C 0.35545 -2.06614 0.17849
C 0.80826 0.25297 0.96792
C 0.99721 -1.24819 1.00731
C 0.09196 0.73234 -0.04452
C -0.96309 -0.80624 -1.31235
C 1.27480 1.17962 2.04507
N -0.45352 -1.83694 -0.84345
N -1.86584 -0.42726 -2.06252
N -2.05393 0.54082 -2.98458
O -3.20532 0.92943 -3.10181
O -1.08554 0.95971 -3.64462
Br 2.01808 -1.68857 2.57350
Br -0.58584 2.39230 -0.35049
H 0.37891 -3.20656 0.60532
H 0.65547 2.04655 2.21542
H 1.37633 0.59880 3.03486
H 2.25661 1.64737 1.71644

Properties
LUMO (alpha / beta) in eV: 2.81 / 2.81
Energy above the lowest of the compared OMol25 structures with the same formula, charge and spin in kcal/mol: 74.7
HOMO-LUMO gap (alpha / beta) in eV: 6.844 / 6.844
Total charge: -1
HOMO (alpha / beta) in eV: -4.04 / -4.04

Atom charges from the Löwdin analysis, given in e for atoms 1 to 4: atom 1 (C): -0.27, atom 2 (C): -0.47, atom 3 (C): -0.62, atom 4 (C): -0.61



ORCA calculation (ωB97M-V with the def2-TZVPD basis set) on one molecule with the formula C6H4ClF2NO2.

CARTESIAN COORDINATES (ANGSTROEM)
C 1.01976 -0.32686 -1.41709
C 1.27818 -1.10198 -0.30547
C 0.32448 0.82394 -1.29677
C 0.57540 -1.04112 0.85321
C 0.07896 1.38138 -0.00633
C -0.40639 -0.01824 1.13291
N -1.83874 -0.27927 0.45529
O -2.81710 0.14556 1.02978
O -1.76183 -0.74689 -0.66247
F 0.57735 -2.05756 1.71843
F 1.17986 1.91990 0.58127
Cl -0.53517 0.38166 2.87927
H 1.15187 -0.63334 -2.39003
H 1.82739 -1.96398 -0.46120
H 0.07257 1.44993 -2.19595
H -0.72659 2.06685 0.08515

Properties
LUMO in eV: -0.91
Energy above the lowest of the compared OMol25 structures with the same formula, charge and spin in kcal/mol: 17.4
SMILES string: O=[N+]([O-])[C@@]1(Cl)C(F)=CC=C[C@@H]1F
HOMO-LUMO gap in eV: 8.290
HOMO in eV: -9.20

Atom charges from the Löwdin analysis, given in e for atoms 1 to 4: atom 1 (C): -0.07, atom 2 (C): 0.01, atom 3 (C): -0.06, atom 4 (C): -0.30



ORCA calculation (ωB97M-V with the def2-TZVPD basis set) on a 2-piece molecular cluster, C6H4ClN3O2S overall.

CARTESIAN COORDINATES (ANGSTROEM)
C 0.96050 1.34095 2.07881
C 1.14037 -0.68551 0.21260
C 0.16171 0.25220 0.13685
C -0.04328 1.27286 1.10335
C 2.00601 0.42575 2.00982
C -0.97862 0.34162 -0.74814
N 2.10425 -0.57528 1.13017
N -1.10767 2.09114 0.80047
N -1.59201 1.52837 -0.31170
O -1.39053 -0.42901 -1.59092
O -1.23897 -4.13639 -3.42558
S -1.72796 -2.76370 -3.65808
Cl 3.32564 0.70021 3.18334
H 1.01869 2.16787 2.88875
H 1.30687 -1.33984 -0.69190
H -2.44052 1.92510 -0.67042
H -1.50448 -2.11634 -2.44741

Properties
LUMO (alpha / beta) in eV: -0.68 / -2.67
HOMO-LUMO gap (alpha / beta) in eV: 8.768 / 6.118
HOMO (alpha / beta) in eV: -9.44 / -8.79

Atom charges from the Löwdin analysis, given in e for atoms 1 to 4: atom 1 (C): -0.03, atom 2 (C): -0.05, atom 3 (C): -0.10, atom 4 (C): -0.21



ORCA calculation (ωB97M-V with the def2-TZVPD basis set) on one molecule with the formula C6H4N2.

CARTESIAN COORDINATES (ANGSTROEM)
C -2.59658 1.24988 0.37465
C -1.30969 0.61450 0.09506
C -0.74330 -0.35939 0.70046
C 0.42543 -1.11366 0.05245
C 1.52943 -0.27796 0.02399
C 2.75202 -0.51480 -0.71083
H -0.93431 0.89815 -0.86386
H -1.35219 -0.65119 1.63510
H 0.46878 -2.27944 -0.08245
H 1.49615 0.78880 0.49643
N -3.71615 1.51356 0.62700
N 3.71297 -0.99180 -1.25557

Properties
LUMO in eV: -0.85
Energy above the lowest of the compared OMol25 structures with the same formula, charge and spin in kcal/mol: 56.7
SMILES string: N#C/C=C/C=C/C#N
HOMO-LUMO gap in eV: 9.616
HOMO in eV: -10.46

Atom charges from the Löwdin analysis, given in e for atoms 1 to 4: atom 1 (C): -0.18, atom 2 (C): -0.16, atom 3 (C): -0.13, atom 4 (C): -0.03



ORCA calculation (ωB97M-V with the def2-TZVPD basis set) on one molecule with the formula C6H4N2O2.

CARTESIAN COORDINATES (ANGSTROEM)
C -0.06096 2.43709 -1.44778
C 0.34814 1.37726 -1.02909
C 0.81011 0.12182 -0.54389
C 0.33348 -0.63421 0.50103
O 0.94611 -1.81652 0.50082
N 1.92038 -1.83843 -0.45182
C 1.83920 -0.70551 -1.09220
C -0.73890 -0.43691 1.52325
N -1.98113 -0.26940 1.05067
H -0.42187 3.38765 -1.79947
H 2.46613 -0.51722 -1.96056
O -0.55641 -0.75484 2.69655
H -2.24645 0.55195 0.52060
H -2.65784 -0.90273 1.53188

Properties
LUMO in eV: 0.26
Energy above the lowest of the compared OMol25 structures with the same formula, charge and spin in kcal/mol: 82.4
SMILES string: C#Cc1cnoc1C(N)=O
HOMO-LUMO gap in eV: 9.804
HOMO in eV: -9.54

Atom charges from the Löwdin analysis, given in e for atoms 1 to 4: atom 1 (C): 0.13, atom 2 (C): -0.09, atom 3 (C): -0.18, atom 4 (C): -0.14



ORCA calculation (ωB97M-V with the def2-TZVPD basis set) on a 2-piece molecular cluster, C6H4N2O3 overall.

CARTESIAN COORDINATES (ANGSTROEM)
C -1.09418 -1.56423 0.00404
C -2.99781 -0.04394 0.44754
C -0.65961 1.29882 -0.18374
C 0.72077 0.89466 0.39766
C 2.60645 -0.22839 -0.31311
C -1.94708 -0.49569 -0.38978
N -0.31141 -2.25572 0.49035
N -3.90647 0.31763 1.11034
O -1.22036 2.31724 -0.49617
O 1.00771 0.94158 1.53622
O 1.36157 0.35599 -0.65797
H 3.41665 0.20228 -0.95968
H 2.69624 -1.34222 -0.32828
H 2.71151 0.17544 0.70491
H -2.38397 -0.57346 -1.36232

Properties
LUMO (alpha / beta) in eV: -1.34 / -1.34
Energy above the lowest of the compared OMol25 structures with the same formula, charge and spin in kcal/mol: 66.9
HOMO-LUMO gap (alpha / beta) in eV: 8.601 / 8.600
HOMO (alpha / beta) in eV: -9.94 / -9.94

Atom charges from the Löwdin analysis, given in e for atoms 1 to 4: atom 1 (C): -0.24, atom 2 (C): -0.25, atom 3 (C): 0.02, atom 4 (C): -0.47



ORCA calculation (ωB97M-V with the def2-TZVPD basis set) on C6H4N3O5S as an isolated structure.

CARTESIAN COORDINATES (ANGSTROEM)
C 2.48304 0.25425 -0.78759
C 2.08235 0.43116 -2.09141
C 1.28556 0.59735 -0.06703
C -2.08790 -0.07694 -0.02918
C -2.27903 -1.33046 -0.45781
C -0.80937 -1.50666 1.17182
N 0.26769 0.84252 -0.84913
N 1.31893 0.63229 1.25584
N -1.17268 -0.17191 1.00348
O -0.02660 -2.05383 1.88958
O -0.41618 0.97794 3.11014
O -0.71935 2.41548 1.23533
O 0.80646 0.65969 -2.20298
O -1.54067 -2.25867 0.29450
S -0.25797 1.14401 1.73024
H 3.42723 0.27500 -0.33350
H 2.60156 0.23022 -3.08627
H -2.15864 0.86113 -0.45542
H -2.80440 -1.92257 -1.33059

Properties
LUMO in eV: 3.54
Energy above the lowest of the compared OMol25 structures with the same formula, charge and spin in kcal/mol: 0.0
HOMO-LUMO gap in eV: 8.192
Total charge: -1
HOMO in eV: -4.65

Atom charges from the Löwdin analysis, given in e for atoms 1 to 4: atom 1 (C): 0.00, atom 2 (C): -0.19, atom 3 (C): -0.57, atom 4 (C): -0.11